[1]
C5H2FO2 | wB97M-V/def2-TZVPD

Total charge: -1
LUMO level, eV: 4.16
Orbital gap, eV: 7.12
SMILES string: O=C1C=CC([O-])=C1F
ΔE to the lowest compared entry with this formula, charge and spin, kcal per mole: 0.00

Geometry as XYZ:
```
10
Properties=species:S:1:pos:R:3:forces:R:3
C -0.263 -0.039 0.705 -0.8 3.6 -1.9
C 0.030 0.587 -0.437 0.8 0.8 0.7
C -0.938 0.925 1.648 0.0 1.8 1.1
C -0.671 2.242 1.100 -0.1 -2.2 -0.4
C -0.051 2.110 -0.222 -1.2 1.3 1.9
O -1.558 0.584 2.695 0.9 0.2 -1.6
O 0.372 2.982 -1.001 -0.3 -1.0 0.2
F -1.241 3.325 1.719 0.4 0.3 -0.5
H -0.221 -1.003 0.921 0.2 -4.2 0.8
H 0.480 0.288 -1.364 0.2 -0.6 -0.2
```
Positions in Å, forces in eV/Å.

=====

[2]
C33H36N3S3Se2Sm | wB97M-V/def2-TZVPD

Total charge: 0
LUMO level (alpha / beta), eV: -0.17 / -0.15
Orbital gap (alpha / beta), eV: 6.71 / 6.75
Multiplicity: 6
ΔE to the lowest compared entry with this formula, charge and spin, kcal per mole: 5.13

Geometry as XYZ:
```
78
Properties=species:S:1:pos:R:3:forces:R:3
Sm 0.640 -17.238 -8.057 -0.4 -0.1 -1.3
C 2.446 -19.446 -6.465 0.3 1.4 1.5
N 1.670 -19.734 -7.634 -1.1 -0.5 -0.5
C 0.565 -20.769 -7.433 0.9 0.0 0.0
C -0.586 -20.330 -6.534 -0.9 0.0 -0.8
N -0.955 -18.876 -6.600 0.2 0.2 0.4
C -0.967 -18.382 -5.217 0.4 1.1 1.0
C -2.215 -18.573 -7.286 -0.1 -0.6 -0.7
C -3.379 -18.470 -6.522 -0.5 -0.5 0.1
C -4.619 -18.304 -7.128 0.0 0.8 -0.1
C -4.703 -18.184 -8.512 1.8 -0.8 0.2
C -3.553 -18.343 -9.299 -0.5 0.6 0.2
C -2.274 -18.517 -8.724 -0.4 -0.1 0.3
S -0.921 -18.669 -9.869 0.1 0.3 1.2
C 2.537 -20.205 -8.700 1.0 0.8 -1.5
C 3.209 -21.427 -8.549 -0.5 0.4 0.3
C 3.811 -22.035 -9.640 0.6 -0.3 0.3
C 3.888 -21.338 -10.834 0.2 0.5 -0.6
C 3.437 -20.011 -10.955 0.3 -1.3 1.5
C 2.793 -19.395 -9.882 -1.0 -0.7 0.9
S 2.353 -17.685 -10.121 0.0 -0.7 0.6
H 3.093 -20.280 -6.143 -0.4 0.3 0.3
H 1.855 -18.965 -5.635 0.1 -1.2 -0.4
H 3.098 -18.585 -6.654 0.4 -0.3 -0.5
H 1.004 -21.744 -7.066 -0.4 0.9 -0.1
H 0.170 -20.957 -8.417 0.0 0.0 -0.4
H -0.370 -20.554 -5.514 0.3 -0.1 0.8
H -1.503 -20.923 -6.766 0.7 0.3 -0.1
H -1.762 -18.719 -4.538 0.1 -0.5 -0.4
H -1.058 -17.285 -5.149 -0.1 -0.2 -0.5
H -0.034 -18.617 -4.690 -0.1 -0.1 -0.4
H -3.379 -18.657 -5.435 0.1 0.4 -0.8
H -5.512 -18.125 -6.534 0.2 -0.3 0.0
H -5.638 -18.062 -8.974 -1.1 0.3 -0.6
H -3.636 -18.240 -10.402 0.2 -0.2 0.9
H 3.282 -21.845 -7.531 -0.3 -0.2 -0.7
H 4.306 -23.020 -9.553 -0.4 0.7 0.0
H 4.411 -21.836 -11.650 -0.2 0.3 -0.1
H 3.629 -19.378 -11.782 0.2 0.1 -1.0
C 2.142 -18.874 -0.653 0.7 -0.4 -1.2
Se 1.997 -18.093 -2.488 -0.1 -0.2 0.7
C 1.875 -16.122 -2.138 0.7 -1.2 -0.1
C 0.658 -15.654 -2.917 -0.6 1.5 -0.1
Se 0.931 -15.328 -4.836 0.0 0.2 -0.1
C 1.636 -13.481 -4.841 -1.1 0.6 1.1
H 1.284 -18.593 -0.050 0.4 0.4 0.2
H 3.185 -18.608 -0.336 -1.4 -0.3 0.3
H 2.038 -19.969 -0.820 0.4 0.7 0.1
H 2.885 -15.840 -2.485 -0.9 0.6 -0.1
H 1.833 -15.921 -1.060 -0.2 -0.2 -0.3
H 0.257 -14.663 -2.557 0.4 -1.1 -0.1
H -0.158 -16.400 -2.914 0.4 0.4 0.3
H 2.674 -13.563 -5.073 0.6 0.2 -0.1
H 1.501 -13.004 -3.810 0.1 -0.8 -1.4
H 1.110 -12.867 -5.617 0.4 -0.7 0.9
S 2.782 -12.635 -7.788 0.7 -2.1 -0.7
C 4.102 -13.877 -7.763 0.1 0.3 0.5
C 5.470 -13.713 -7.508 -0.3 1.5 0.2
C 6.303 -14.795 -7.386 0.4 -0.6 -0.2
C 5.829 -16.099 -7.555 -1.0 0.5 -0.2
C 4.481 -16.268 -7.886 -0.3 -1.2 0.2
C 3.584 -15.176 -7.911 1.3 1.0 0.1
N 2.227 -15.202 -8.055 -1.5 1.1 0.0
C 1.662 -13.986 -8.050 0.8 -1.5 0.0
C 0.223 -13.873 -8.306 -0.5 0.6 -0.5
C -0.475 -12.664 -8.207 -1.1 0.7 1.2
C -1.861 -12.670 -8.471 0.3 0.8 0.0
C -2.495 -13.813 -9.003 -0.4 1.6 0.2
C -1.770 -14.951 -9.209 0.7 -0.2 0.3
C -0.437 -15.010 -8.785 0.8 -1.9 0.3
H 5.879 -12.706 -7.355 -0.2 -0.4 -0.2
H 7.372 -14.689 -7.230 -0.2 0.4 0.2
H 6.537 -16.910 -7.392 -0.5 -0.1 -0.4
H 4.067 -17.265 -8.161 0.5 0.9 0.4
H -0.055 -11.765 -7.686 -0.2 -0.7 -0.8
H -2.439 -11.729 -8.279 0.5 -1.1 -0.3
H -3.558 -13.757 -9.240 0.2 0.0 0.0
H -2.229 -15.821 -9.665 0.0 -0.1 0.1
```
Positions in Å, forces in eV/Å.

=====

[3]
C5H9NO | wB97M-V/def2-TZVPD

Total charge: 0
LUMO level, eV: 0.58
Orbital gap, eV: 8.86
SMILES string: C/C(O)=C1/CN1C
ΔE to the lowest compared entry with this formula, charge and spin, kcal per mole: 113.39

Geometry as XYZ:
```
16
Properties=species:S:1:pos:R:3:forces:R:3
C 1.331 0.031 -1.964 0.1 0.0 -0.2
N 0.889 0.271 -0.597 0.1 0.0 0.0
C 1.254 -0.743 0.366 0.3 -0.1 0.1
C -0.155 -0.620 -0.145 0.0 0.3 0.0
C -1.199 -0.163 0.710 0.1 0.1 -0.1
O -1.943 -1.186 0.926 0.1 -0.1 -0.1
C -1.509 1.188 1.241 0.0 0.0 -0.1
H 2.351 0.412 -2.067 -0.1 -0.1 -0.1
H 0.679 0.583 -2.649 0.1 -0.1 0.1
H 1.311 -1.034 -2.251 0.0 0.2 0.1
H 1.817 -1.615 0.026 -0.1 0.2 0.0
H 1.548 -0.371 1.348 -0.1 -0.1 -0.2
H -1.236 -1.708 0.149 -0.5 -0.2 0.4
H -2.424 1.572 0.774 0.1 -0.1 0.1
H -1.693 1.134 2.319 0.0 -0.1 -0.2
H -0.680 1.867 1.023 -0.1 -0.1 0.0
```
Positions in Å, forces in eV/Å.

=====

[4]
C5H2O | wB97M-V/def2-TZVPD

Total charge: 0
LUMO level, eV: -1.08
Orbital gap, eV: 9.11
ΔE to the lowest compared entry with this formula, charge and spin, kcal per mole: 95.75

Geometry as XYZ:
```
8
Properties=species:S:1:pos:R:3:forces:R:3
C 1.611 0.912 -0.399 1.1 1.2 -1.5
C 0.662 2.477 -0.090 0.8 0.5 0.4
C -1.464 0.960 -0.469 -2.8 -0.3 -1.9
C 0.807 0.450 0.505 -1.6 -0.5 0.0
C -0.171 1.447 -0.034 0.5 -1.2 0.8
O -2.246 0.309 0.182 1.0 0.2 0.6
H -1.807 1.165 -1.514 0.7 0.3 0.3
H 0.494 -0.481 0.917 0.3 -0.1 1.3
```
Positions in Å, forces in eV/Å.

=====

[5]
C42H45ClN6O5S2 | wB97M-V/def2-TZVPD

Total charge: 0
LUMO level, eV: -0.52
Orbital gap, eV: 7.27

Geometry as XYZ:
```
101
Properties=species:S:1:pos:R:3:forces:R:3
C 1.903 3.468 2.186 0.0 0.0 0.0
N 3.100 3.346 1.378 0.1 0.3 0.0
C 3.147 4.385 0.370 0.0 0.0 0.0
H 4.041 4.266 -0.241 0.1 0.0 -0.1
H 3.149 5.398 0.798 0.0 0.0 0.0
H 2.274 4.272 -0.270 0.0 0.1 -0.1
C 4.303 3.265 2.194 0.1 -0.2 0.2
C 4.560 1.828 2.660 0.0 0.1 -0.2
H 3.745 1.496 3.306 0.0 0.0 0.1
H 5.477 1.814 3.251 0.0 0.0 0.1
C 4.696 0.804 1.519 0.3 0.1 0.2
N 3.427 0.658 0.846 -0.2 0.2 0.0
C 2.792 -0.484 0.573 -0.3 0.1 -0.1
C 3.412 -1.748 0.760 0.0 -0.2 0.0
C 2.729 -2.922 0.614 0.1 0.2 0.1
C 1.380 -2.906 0.261 -0.5 -0.6 0.0
C 0.751 -1.723 -0.004 -0.1 0.3 0.0
C 1.440 -0.511 0.115 0.6 -1.3 0.1
N 0.710 0.654 -0.193 -0.7 0.6 -0.2
O -0.499 0.560 -0.346 0.0 0.0 0.0
O 1.300 1.721 -0.309 0.1 0.2 0.0
H -0.288 -1.715 -0.294 -0.1 0.1 0.0
S 0.483 -4.439 0.180 0.3 0.3 0.2
O -0.914 -4.170 0.301 0.0 0.2 -0.2
O 1.074 -5.387 1.075 0.4 -0.1 -0.2
N 0.863 -5.028 -1.361 -0.1 -0.4 0.8
C 0.869 -4.198 -2.483 0.1 0.3 -0.4
O 1.830 -4.167 -3.223 -0.1 -0.1 0.1
C -0.350 -3.412 -2.644 -0.3 0.3 -0.4
C -0.279 -2.117 -3.158 0.1 -0.3 0.1
C -1.399 -1.326 -3.255 0.0 0.2 0.0
C -2.660 -1.802 -2.861 0.2 -0.3 -0.2
N -3.803 -1.037 -2.934 -0.2 0.0 -0.3
C -4.808 -1.189 -1.898 0.0 -0.1 0.5
H -4.969 -2.235 -1.649 0.0 0.0 -0.1
C -4.359 -0.422 -0.655 -0.3 -0.2 -0.1
N -4.248 0.996 -0.962 -0.1 0.0 0.0
C -3.310 1.203 -2.058 0.0 0.0 -0.2
H -3.321 2.265 -2.318 0.1 0.0 0.0
C -3.726 0.371 -3.273 0.2 0.3 0.1
H -3.043 0.529 -4.106 -0.1 0.0 0.0
H -4.726 0.678 -3.594 0.1 0.0 0.0
H -2.288 0.926 -1.753 -0.1 0.1 -0.1
C -3.812 1.757 0.207 0.1 0.0 -0.1
C -4.737 1.535 1.370 0.1 0.1 0.1
C -6.046 1.997 1.295 0.0 0.0 0.0
C -6.943 1.766 2.320 -0.1 0.0 0.0
C -6.541 1.058 3.441 0.0 -0.1 0.1
C -5.243 0.590 3.527 0.0 0.0 0.0
C -4.333 0.824 2.501 -0.1 0.1 0.0
C -2.949 0.314 2.653 0.1 0.0 0.1
C -1.930 1.174 3.047 0.0 -0.1 -0.1
C -0.646 0.701 3.246 0.1 -0.1 0.0
C -0.376 -0.640 3.030 -0.1 0.0 0.0
C -1.369 -1.512 2.618 0.1 0.0 0.0
C -2.655 -1.029 2.445 0.0 0.1 0.0
H -3.436 -1.707 2.140 -0.1 -0.1 0.0
H -1.148 -2.551 2.427 0.0 -0.1 0.0
Cl 1.231 -1.234 3.300 0.1 0.0 0.2
H 0.137 1.366 3.572 0.1 0.0 0.0
H -2.147 2.220 3.208 0.0 0.1 0.0
H -4.920 0.036 4.397 0.0 0.0 0.1
H -7.236 0.869 4.245 -0.1 0.0 0.1
H -7.956 2.134 2.247 -0.1 0.0 0.0
H -6.354 2.534 0.411 0.0 0.1 -0.1
H -2.780 1.485 0.481 -0.1 0.1 -0.1
H -3.828 2.815 -0.076 0.1 0.0 0.0
H -5.097 -0.545 0.140 0.1 -0.1 0.0
H -3.394 -0.836 -0.313 0.0 0.0 0.0
H -5.747 -0.772 -2.271 0.0 -0.1 0.0
C -2.730 -3.145 -2.445 -0.2 0.0 0.1
C -1.607 -3.926 -2.322 0.2 0.2 -0.2
H -1.697 -4.949 -1.996 -0.1 -0.1 0.1
H -3.683 -3.590 -2.214 -0.1 0.0 0.0
H -1.277 -0.318 -3.616 0.0 0.1 0.0
H 0.687 -1.724 -3.434 0.1 0.1 0.0
H 1.674 -5.631 -1.303 0.1 0.0 0.0
H 3.206 -3.872 0.793 0.2 -0.1 0.1
H 4.457 -1.788 1.020 0.1 0.0 0.0
H 2.960 1.560 0.675 0.1 -0.4 0.0
C 5.793 1.208 0.530 -0.1 -0.6 -0.2
H 6.726 1.397 1.060 0.1 0.1 0.0
H 5.511 2.092 -0.034 0.1 0.1 0.1
S 6.190 -0.129 -0.648 0.1 0.2 0.1
C 4.840 -0.082 -1.806 0.3 0.0 0.2
C 4.434 -1.297 -2.345 0.1 0.1 0.0
C 3.436 -1.332 -3.300 0.0 0.0 -0.1
C 2.832 -0.154 -3.711 0.0 0.0 -0.1
C 3.232 1.054 -3.166 0.0 0.1 0.0
C 4.242 1.097 -2.223 0.0 0.0 -0.1
H 4.553 2.053 -1.832 0.0 0.1 0.1
H 2.765 1.975 -3.481 -0.1 0.1 0.0
H 2.060 -0.172 -4.466 -0.1 0.0 -0.1
H 3.127 -2.282 -3.709 0.0 -0.1 0.0
H 4.912 -2.208 -2.019 0.0 -0.1 0.1
H 4.981 -0.148 1.976 0.0 0.1 -0.1
H 5.155 3.608 1.605 0.0 0.1 0.0
H 4.239 3.919 3.080 0.0 0.0 -0.1
H 1.034 3.367 1.540 -0.1 0.0 0.1
H 1.849 4.434 2.710 0.0 0.0 0.0
H 1.885 2.671 2.926 -0.1 -0.1 0.1
```
Positions in Å, forces in eV/Å.

=====

[6]
C6H12N | wB97M-V/def2-TZVPD

Total charge: +1
LUMO level (alpha / beta), eV: -5.90 / -5.47
Orbital gap (alpha / beta), eV: 7.69 / 8.40
ΔE to the lowest compared entry with this formula, charge and spin, kcal per mole: 186.98

Geometry as XYZ:
```
19
Properties=species:S:1:pos:R:3:forces:R:3
C -3.708 0.404 0.298 -1.5 -0.9 0.3
C -2.652 0.798 -0.142 1.8 -0.4 -0.5
C 0.841 -1.288 -0.673 0.4 -1.3 -0.7
C 1.982 0.763 0.087 -1.6 -0.9 0.6
C -0.051 -0.216 1.266 -1.4 -3.4 -0.6
C -0.211 0.758 -0.994 -3.1 1.9 -1.0
N 0.634 0.063 -0.048 -0.7 -0.8 -0.3
H -4.730 -0.007 0.615 2.2 1.1 -0.6
H 1.008 -1.225 -1.750 0.9 0.6 0.2
H 1.711 -1.732 -0.173 -0.6 -0.3 -0.2
H -0.070 -1.929 -0.745 0.5 0.6 1.2
H 2.502 0.580 -0.821 0.8 0.0 -0.4
H 1.839 1.778 0.318 -0.5 1.5 -0.2
H 2.349 0.373 1.001 1.2 -0.8 0.4
H -0.969 -0.865 1.038 1.1 1.5 0.0
H 0.490 -0.919 1.908 0.8 0.5 -0.3
H -0.331 0.630 1.785 -0.4 2.0 0.8
H -0.230 1.920 -1.063 0.3 -2.5 0.3
H -0.403 0.113 -1.906 -0.1 1.5 1.2
```
Positions in Å, forces in eV/Å.

=====

For each record above, in turn, the calculated E values are -12029.476 -220377.090 -8864.296 -7256.356 -97654.038 -7891.953 eV.